# 1
Below is C43H40BrF4N4O4SSbSc as an isolated structure, with properties calculated with ωB97M-V with the def2-TZVPD basis set.

relative energy (zero: lowest compared OMol25 entry of this formula, charge and spin): 90.1 kJ/mol
highest occupied orbital energy: -10.3 eV
orbital gap: 7.14 eV
charge: +1
maximum force: 0.79 eV/Å

Last column: Mulliken charge in e.
Element x y z (Å)
Sc -0.282 0.193 -2.125  -0.972
C 2.000 2.546 -3.616  -1.078
C 0.806 2.409 -4.545  -1.098
N -0.503 2.168 -3.883  1.299
C -1.462 1.866 -4.973  -0.704
C -2.921 1.801 -4.558  -1.218
C -0.884 3.394 -3.140  -1.720
C -1.365 3.056 -1.737  -0.731
N -0.472 2.050 -1.179  1.867
C 0.349 2.316 -0.125  -0.145
C 1.492 1.517 -0.012  0.616
F 1.617 0.530 -0.978  -0.119
C 2.425 1.597 0.988  -0.538
F 3.490 0.792 0.950  -0.444
C 2.271 2.531 1.996  -0.051
C 1.143 3.328 1.940  0.054
F 0.936 4.233 2.900  -0.418
C 0.200 3.224 0.933  0.200
F -0.905 3.993 1.014  -0.477
H 2.874 2.826 -4.206  0.494
H 1.862 3.318 -2.859  0.328
H 2.232 1.611 -3.111  0.042
H 0.711 3.318 -5.153  0.522
H 0.974 1.584 -5.234  0.559
H -1.353 2.622 -5.762  0.441
H -1.154 0.911 -5.404  0.295
H -3.311 2.773 -4.255  0.352
H -3.517 1.462 -5.405  0.419
H -3.083 1.104 -3.738  0.120
H -0.010 4.037 -3.056  0.463
H -1.637 3.964 -3.690  0.449
H -1.403 3.964 -1.138  0.621
H -2.390 2.672 -1.790  0.184
H 3.004 2.648 2.780  0.620
C -5.058 0.591 0.954  -1.709
C -4.419 -0.057 -0.239  0.532
C -4.990 -1.148 -0.885  -0.521
C -4.358 -1.732 -1.971  -0.924
C -3.152 -1.195 -2.367  0.134
Br -2.262 -1.869 -3.891  -0.027
N -2.566 -0.166 -1.762  1.461
C -3.202 0.391 -0.718  -0.795
H -6.079 0.901 0.733  0.433
H -4.495 1.467 1.272  0.354
H -5.096 -0.107 1.792  0.321
H -5.939 -1.544 -0.544  0.465
H -4.785 -2.571 -2.498  0.520
H -2.684 1.214 -0.245  0.316
O 0.137 -1.871 -1.672  -0.256
C 1.022 -2.634 -2.078  -0.333
C 1.910 -2.372 -3.166  1.038
C 2.897 -3.320 -3.468  -0.523
C 3.731 -3.096 -4.526  -0.686
C 3.610 -1.950 -5.321  -0.545
C 2.641 -1.020 -5.045  -0.902
C 1.764 -1.196 -3.953  0.311
O 0.850 -0.311 -3.691  0.321
N 4.774 -4.082 -4.838  1.041
O 4.864 -5.051 -4.110  -0.618
O 5.502 -3.845 -5.779  -0.614
H 1.127 -3.603 -1.573  0.360
H 3.005 -4.220 -2.877  0.584
H 4.290 -1.819 -6.150  0.550
H 2.535 -0.135 -5.656  0.426
S -0.970 -0.673 0.990  -0.694
Sb -0.025 -0.826 3.040  1.327
C -0.540 0.833 4.220  0.757
C -1.350 1.806 3.645  -0.448
C -1.748 2.902 4.395  -0.609
C -1.338 3.025 5.715  -0.560
C -0.534 2.051 6.291  -0.726
C -0.136 0.950 5.547  -0.535
C 2.051 -1.117 3.086  0.792
C 2.899 -0.373 3.897  -0.595
C 4.261 -0.643 3.899  -0.606
C 4.771 -1.650 3.092  -0.582
C 3.923 -2.393 2.281  -0.579
C 2.562 -2.129 2.278  -0.701
C -0.780 -2.528 4.012  0.658
C 0.010 -3.234 4.912  -0.373
C -0.514 -4.342 5.565  -0.682
C -1.821 -4.738 5.318  -0.494
C -2.607 -4.033 4.414  -0.563
C -2.087 -2.928 3.758  -0.677
H -1.656 1.707 2.608  0.116
H -2.371 3.665 3.947  0.430
H -1.645 3.883 6.298  0.406
H -0.218 2.145 7.322  0.415
H 0.473 0.184 6.015  0.472
H 2.511 0.424 4.521  0.460
H 4.923 -0.065 4.530  0.421
H 5.833 -1.857 3.095  0.413
H 4.323 -3.179 1.654  0.432
H 1.900 -2.710 1.645  0.424
H 1.035 -2.935 5.103  0.401
H 0.098 -4.896 6.264  0.402
H -2.228 -5.601 5.827  0.385
H -3.623 -4.348 4.220  0.397
H -2.691 -2.388 3.036  0.372

Force components x, y, z for each atom (eV/Å):
-0.366 0.622 -0.329
0.002 0.000 0.011
0.013 0.009 -0.029
-0.064 -0.103 0.092
-0.018 0.015 -0.013
-0.004 0.002 0.012
-0.004 0.018 0.008
-0.003 0.003 -0.039
-0.024 -0.194 0.239
0.115 -0.063 0.106
-0.050 -0.038 0.106
0.056 -0.012 0.037
0.098 0.016 -0.091
-0.021 -0.006 0.028
-0.002 0.023 -0.004
0.020 0.007 0.015
-0.020 -0.007 0.014
-0.027 0.098 -0.111
-0.007 -0.005 0.013
-0.002 0.004 -0.002
0.004 -0.001 -0.001
0.001 0.002 -0.005
-0.004 -0.001 0.001
0.003 -0.009 0.008
0.005 -0.004 0.000
-0.003 -0.005 0.006
0.001 -0.003 0.001
0.004 0.006 -0.005
-0.003 -0.004 -0.009
0.004 -0.009 0.009
0.007 0.006 -0.006
-0.005 0.003 -0.004
0.002 -0.011 0.006
-0.003 -0.006 -0.001
0.000 0.012 0.001
-0.019 0.007 -0.005
-0.013 -0.003 0.005
-0.009 0.010 -0.013
-0.032 0.053 -0.010
0.002 -0.017 -0.043
0.159 -0.230 -0.040
0.017 0.018 -0.014
-0.001 -0.006 -0.003
0.000 -0.005 0.001
0.009 0.001 -0.001
0.000 0.002 -0.001
-0.001 0.002 -0.003
0.002 -0.007 0.008
-0.034 0.008 0.169
-0.011 -0.009 -0.022
-0.001 0.006 0.008
-0.006 -0.009 -0.009
-0.031 -0.062 -0.049
-0.006 0.007 -0.014
0.016 -0.009 -0.010
-0.046 -0.063 0.030
0.251 -0.104 -0.136
0.218 0.129 0.179
-0.087 -0.028 -0.068
-0.092 -0.038 -0.053
-0.009 -0.007 -0.007
-0.002 0.000 0.001
0.000 -0.001 -0.001
-0.004 0.003 0.006
0.005 -0.059 0.075
-0.078 -0.004 -0.035
-0.003 0.060 -0.044
0.059 0.038 0.003
0.006 0.020 -0.001
0.007 -0.003 -0.009
0.003 -0.003 -0.003
-0.002 -0.047 0.026
0.044 -0.047 -0.057
-0.030 0.037 0.029
0.004 -0.001 -0.006
-0.009 -0.009 -0.006
0.009 0.005 0.012
0.021 0.011 0.009
0.005 -0.004 0.032
0.002 0.011 0.018
0.003 0.005 -0.003
-0.009 0.005 -0.008
0.011 -0.011 0.010
0.003 -0.005 -0.006
-0.025 -0.022 0.012
0.005 0.002 -0.004
-0.002 -0.002 0.001
-0.005 0.001 0.000
0.009 -0.009 -0.011
-0.023 0.004 0.004
0.001 -0.001 0.001
-0.001 0.002 0.000
0.001 0.002 0.001
0.002 0.007 0.000
0.004 -0.002 -0.007
-0.002 0.000 0.001
0.002 0.001 0.000
0.002 0.000 0.000
0.006 0.003 -0.001

# 2
Below is C43H41AsClFO2PV as an isolated structure at a distorted geometry, with properties calculated with ωB97M-V with the def2-TZVPD basis set.

highest occupied orbital energy (alpha / beta): -10.4 / -10.4 eV
orbital gap (alpha / beta): 6.12 / 6.07 eV
charge: +1
maximum force: 4.57 eV/Å
multiplicity: 2

Last column: Mulliken charge in e.
Element x y z (Å)
V -0.725 -1.432 2.175  -0.064
Cl -7.224 0.591 4.390  -0.187
C -5.580 0.371 3.911  -0.015
C -4.731 1.490 3.822  -0.603
C -3.428 1.370 3.399  -0.993
C -2.936 0.119 3.040  0.560
O -1.705 -0.050 2.558  0.121
C -3.754 -1.021 3.236  0.970
C -3.172 -2.307 3.184  -0.420
O -1.946 -2.520 2.967  -0.577
C -5.097 -0.871 3.649  -1.023
H -5.122 2.463 4.094  0.469
H -2.780 2.230 3.319  0.506
H -3.801 -3.170 3.411  0.451
H -5.729 -1.745 3.767  0.451
F 1.532 -6.394 -0.363  -0.341
C 0.946 -5.265 0.045  0.156
C -0.437 -5.225 0.124  -0.812
C -1.041 -4.066 0.575  -0.285
C -0.284 -2.945 0.928  0.905
C 1.108 -3.016 0.785  0.488
C 1.736 -4.184 0.365  -1.242
H -1.013 -6.104 -0.144  0.490
H -2.122 -4.038 0.642  0.351
H 1.733 -2.156 1.002  0.592
H 2.812 -4.256 0.278  0.573
C 1.379 0.164 -0.901  -0.177
C 2.367 1.225 -0.382  -1.808
As 3.302 2.320 -1.760  0.178
C 1.786 3.022 -2.779  0.178
C 1.446 4.354 -2.541  -0.487
C 0.430 4.968 -3.262  -0.658
C -0.266 4.254 -4.230  -0.479
C 0.050 2.921 -4.463  -0.853
C 1.071 2.309 -3.744  0.102
C 3.839 0.864 -2.943  0.389
C 4.188 -0.390 -2.443  -0.175
C 4.662 -1.387 -3.289  -0.691
C 4.808 -1.135 -4.646  -0.538
C 4.498 0.123 -5.150  -0.596
C 4.024 1.116 -4.303  -0.399
P -0.173 -0.073 0.076  1.369
C -0.914 1.599 0.143  1.596
C -0.503 2.448 1.176  -0.342
C -0.970 3.752 1.254  -0.801
C -1.887 4.213 0.316  -0.770
C -2.298 3.379 -0.714  -0.834
C -1.800 2.086 -0.816  -0.755
C -1.279 -0.954 -1.081  0.483
C -0.800 -1.668 -2.170  -1.152
C -1.671 -2.423 -2.949  -0.725
C -3.024 -2.468 -2.646  -0.720
C -3.511 -1.756 -1.554  -0.858
C -2.641 -1.008 -0.775  -0.836
H 1.847 -0.818 -0.936  0.619
H 1.045 0.409 -1.907  0.371
H 3.169 0.778 0.199  0.809
H 1.876 1.951 0.259  0.389
H 1.997 4.923 -1.799  0.374
H 0.192 6.011 -3.080  0.442
H -1.047 4.737 -4.807  0.420
H -0.490 2.358 -5.217  0.422
H 1.325 1.279 -3.964  0.437
H 4.111 -0.592 -1.380  0.351
H 4.925 -2.358 -2.885  0.419
H 5.180 -1.910 -5.306  0.392
H 4.632 0.333 -6.205  0.403
H 3.796 2.096 -4.705  0.468
H 0.188 2.081 1.929  0.017
H -0.624 4.408 2.047  0.505
H -2.267 5.227 0.383  0.487
H -3.002 3.742 -1.454  0.442
H -2.100 1.464 -1.649  0.521
H 0.255 -1.659 -2.419  0.468
H -1.285 -2.980 -3.794  0.478
H -3.700 -3.050 -3.260  0.411
H -4.569 -1.783 -1.316  0.460
H -3.033 -0.441 0.064  0.509
C 2.592 -0.112 2.864  -0.973
C 1.482 -0.187 3.910  1.300
C 2.084 -0.164 5.318  -1.737
C 0.618 -1.444 3.725  -1.349
H 3.195 0.790 2.996  0.476
H 2.188 -0.093 1.852  -0.332
H 3.256 -0.977 2.957  0.517
H 0.847 0.700 3.808  -0.286
H 2.695 -1.057 5.482  0.364
H 1.300 -0.144 6.082  0.407
H 2.716 0.718 5.458  0.430
H 0.018 -1.632 4.621  0.629
H 1.233 -2.330 3.545  0.778

Force components x, y, z for each atom (eV/Å):
4.444 -0.194 -1.054
0.031 0.016 0.011
-0.109 0.377 0.091
-0.065 0.027 0.022
0.059 0.246 -0.111
0.373 -0.511 -0.086
-2.420 2.128 0.884
0.008 0.097 -0.066
0.260 0.071 0.068
-2.319 -1.855 1.127
0.077 -0.436 -0.045
0.014 -0.053 -0.043
-0.002 0.071 -0.053
0.057 -0.076 0.007
0.072 0.063 -0.002
0.056 -0.126 -0.055
-0.083 0.029 0.013
-0.066 -0.079 -0.026
0.035 0.136 -0.054
0.030 -0.370 -0.186
-0.144 -0.041 0.000
0.037 0.111 -0.046
0.054 0.078 0.000
-0.012 -0.007 0.058
0.043 -0.013 0.118
-0.019 0.000 -0.018
0.018 0.024 0.347
-0.232 -0.090 -0.328
0.002 -0.097 0.047
-0.141 -0.076 0.025
-0.014 -0.058 -0.051
-0.061 0.007 0.014
-0.007 0.001 0.057
0.039 -0.032 0.058
-0.079 0.125 0.020
0.138 -0.032 -0.068
0.012 0.011 -0.098
-0.019 0.049 0.033
0.008 0.002 0.002
-0.003 0.010 0.027
0.013 -0.131 0.042
-0.107 0.526 -0.679
0.284 0.116 0.123
-0.067 -0.028 -0.029
0.006 -0.025 0.066
0.029 0.061 0.002
-0.010 0.032 -0.056
0.063 0.031 0.010
-0.031 0.074 0.148
0.031 -0.090 -0.097
0.014 -0.006 -0.012
0.016 0.012 0.019
-0.010 -0.032 0.013
-0.040 -0.035 0.022
0.103 -0.056 -0.164
-0.088 0.009 -0.105
0.000 -0.050 0.090
0.001 0.140 0.062
0.001 0.014 -0.033
0.019 -0.089 -0.010
0.056 -0.033 0.043
0.044 0.040 0.045
0.040 -0.013 -0.016
-0.003 -0.038 -0.021
-0.008 0.056 -0.022
-0.031 0.056 0.042
-0.011 -0.006 0.067
-0.024 0.014 -0.034
-0.011 0.010 0.019
-0.043 -0.090 -0.073
0.034 -0.122 -0.023
0.062 -0.029 0.020
-0.030 0.002 0.014
-0.041 -0.006 -0.002
-0.026 0.046 0.043
0.040 0.017 0.035
0.104 0.025 -0.021
0.003 0.001 -0.010
-0.034 0.018 0.131
0.019 -0.182 -0.012
-0.066 0.019 0.029
-0.304 0.374 -0.158
-0.018 -0.043 -0.024
0.005 -0.049 0.016
-0.013 0.025 -0.032
-0.050 0.031 -0.007
-0.023 0.082 0.006
0.094 -0.017 -0.068
-0.053 -0.108 -0.012
-0.022 -0.007 -0.021
0.012 -0.079 -0.005

Which value of charge does entry 2 give?
+1